{"formula": "C4H6NOS", "method": "ωB97M-V/def2-TZVPD", "species": ["C", "C", "C", "C", "N", "O", "S", "H", "H", "H", "H", "H", "H"], "positions_angstrom": [[0.243529, 1.924295, 0.207281], [2.429560, -0.527146, 0.116859], [0.310734, 0.787601, -0.449947], [1.178763, -0.107262, 0.364452], [-1.888408, -0.847560, -0.136810], [0.207680, 2.879369, 0.847930], [3.787325, -1.140441, -0.323399], [-0.959677, 0.085903, -0.437427], [0.430451, 0.768376, -1.552166], [0.621542, -0.309975, 1.353614], [-1.381016, -1.416730, 0.530731], [-2.168632, -1.509278, -0.905126], [-2.811855, -0.587150, 0.384003]], "forces_ev_per_a": [[-0.05, 4.31, 1.62], [-0.68, -0.15, -0.45], [-0.01, -2.35, -2.62], [-0.04, -1.07, 2.34], [-1.91, -0.13, 0.18], [-0.16, -1.81, -1.06], [-0.93, 0.58, 0.50], [-0.53, -0.20, 0.57], [-0.06, 0.53, 0.66], [1.70, -0.23, -1.31], [0.13, -0.27, 0.15], [0.40, 0.99, 0.76], [2.13, -0.20, -1.36]], "lowdin_charge": [-0.095, -0.631, -0.196, -0.217, 0.108, 0.316, 0.890, 0.140, 0.171, 0.148, 0.078, 0.128, 0.160], "total_charge": 1, "e_homo_ha": -0.4570, "e_above_lowest_kcal_mol": 60.5, "multiplicity": 1, "lumo_energy_ev": -4.471, "fmax_ev_per_a": 4.6, "gap_ev": 7.96}



{"formula": "C23H24Cl2F5GeMoN4O3SeTe", "method": "ωB97M-V/def2-TZVPD", "species": ["Mo", "Cl", "C", "C", "C", "N", "C", "O", "C", "C", "C", "C", "C", "N", "C", "C", "C", "Cl", "N", "C", "O", "C", "C", "C", "C", "C", "N", "H", "H", "H", "H", "H", "H", "H", "H", "H", "H", "C", "Ge", "C", "C", "C", "Se", "C", "H", "H", "H", "H", "H", "H", "H", "H", "H", "H", "H", "H", "H", "H", "F", "Te", "F", "F", "F", "F", "O"], "positions_angstrom": [[-0.184308, -0.434447, 2.006524], [5.103840, -3.689124, 5.013461], [3.622102, -2.980917, 4.695307], [3.255936, -2.655341, 3.444356], [1.995318, -2.009098, 3.239241], [1.479605, -1.742292, 2.085193], [1.839430, -2.723685, 0.939934], [1.634721, -3.859154, 1.174432], [2.430382, -2.090068, -0.249083], [2.666810, -2.849963, -1.380480], [3.253019, -2.208311, -2.463903], [3.585458, -0.870986, -2.341110], [3.332244, -0.209943, -1.138307], [2.748882, -0.800939, -0.103094], [1.127187, -1.641912, 4.407408], [1.495712, -2.054092, 5.688819], [2.689364, -2.712467, 5.848073], [3.136625, -3.236340, 7.350403], [0.032243, -1.009728, 4.019838], [-1.145586, -0.972057, 4.874615], [-1.248181, -1.586742, 5.882508], [-2.126587, -0.011999, 4.332413], [-3.319290, 0.254794, 4.956377], [-4.101326, 1.290047, 4.455384], [-3.578738, 2.084912, 3.445436], [-2.364830, 1.752512, 2.876094], [-1.681387, 0.658400, 3.257096], [3.907578, -2.868808, 2.608638], [2.411078, -3.900823, -1.399353], [3.454909, -2.749415, -3.378351], [4.044136, -0.336485, -3.162262], [3.627501, 0.824420, -1.004613], [0.864207, -1.882006, 6.544257], [-3.608152, -0.332816, 5.818211], [-5.081146, 1.493271, 4.867366], [-4.099582, 2.963497, 3.089991], [-1.897601, 2.408444, 2.151609], [0.643323, 2.437713, -5.447719], [-1.138417, 1.660936, -5.427392], [-2.419122, 2.493105, -6.598147], [-1.060892, -0.274409, -5.552169], [-1.817434, 1.991860, -3.517701], [-0.633440, 1.133696, -2.290379], [0.302398, 2.678325, -1.566881], [1.142930, 2.185590, -6.382581], [1.254168, 2.059041, -4.623861], [0.591839, 3.525001, -5.381441], [-2.139658, 2.256011, -7.624817], [-2.413241, 3.575002, -6.476416], [-3.423168, 2.115906, -6.411747], [-0.534319, -0.561737, -6.461769], [-2.066822, -0.692191, -5.594384], [-0.535044, -0.711171, -4.701384], [-2.803163, 1.532427, -3.421934], [-1.884475, 3.044368, -3.247454], [1.016627, 3.000209, -2.322503], [0.831916, 2.367441, -0.667759], [-0.421874, 3.459799, -1.359696], [-1.618923, -1.646260, 1.889116], [-2.006256, 0.690843, -0.091296], [-0.051183, -0.874961, 0.122832], [-2.408259, -0.875385, -1.012713], [-3.831796, 0.600567, 0.203382], [-2.476109, 2.505448, -0.329329], [0.598821, 1.012488, 1.843716]], "forces_ev_per_a": [[0.41, -0.18, 0.16], [0.12, -0.06, 0.04], [-0.21, 0.01, 0.34], [-0.25, -0.07, -0.14], [0.30, 0.11, 0.20], [-0.55, -0.20, 0.21], [0.35, 0.21, -0.44], [-0.16, 0.00, 0.08], [0.08, 0.25, 0.21], [0.01, -0.07, 0.00], [0.00, -0.01, -0.03], [-0.02, 0.01, -0.02], [-0.02, -0.02, 0.09], [0.02, -0.02, -0.10], [0.34, -0.03, -0.05], [-0.09, 0.04, -0.09], [0.19, -0.04, -0.31], [0.07, -0.05, 0.20], [0.04, -0.20, -0.13], [0.08, 0.11, 0.00], [0.02, -0.09, -0.05], [0.11, -0.06, -0.19], [-0.09, 0.02, 0.08], [-0.02, 0.01, -0.05], [-0.07, 0.02, 0.07], [0.33, 0.06, 0.02], [-0.03, -0.09, 0.05], [-0.02, 0.05, -0.03], [-0.03, 0.01, -0.03], [0.01, 0.00, 0.00], [0.05, -0.01, 0.03], [-0.02, 0.00, 0.00], [0.00, 0.03, 0.01], [-0.02, 0.00, -0.01], [0.04, 0.05, 0.06], [-0.01, -0.01, -0.01], [-0.07, -0.10, -0.13], [-0.05, 0.14, 0.02], [0.18, -0.13, 0.07], [-0.05, 0.11, 0.04], [-0.11, 0.00, 0.03], [-0.35, 0.14, -0.12], [0.32, -0.08, 0.09], [0.05, 0.04, -0.06], [0.04, -0.02, 0.02], [0.06, -0.02, -0.06], [0.04, -0.01, 0.02], [-0.04, 0.02, -0.02], [-0.02, 0.01, -0.04], [-0.01, -0.01, -0.04], [0.00, -0.02, 0.01], [0.03, -0.05, 0.00], [0.03, -0.06, -0.05], [0.05, -0.07, -0.02], [-0.01, -0.02, 0.07], [-0.02, -0.03, -0.04], [0.02, -0.01, -0.02], [0.00, 0.00, 0.01], [-0.47, 0.22, 0.04], [-0.97, 0.05, -0.83], [0.63, -0.21, 0.76], [0.08, -0.36, -0.37], [-0.26, 0.02, 0.33], [0.16, 0.57, 0.07], [-0.22, 0.12, 0.07]], "lowdin_charge": [1.851, 0.896, -0.625, 0.000, -0.152, 0.047, -0.334, 0.234, -0.254, 0.045, -0.005, -0.008, -0.103, 0.109, -0.117, -0.001, -0.588, 0.964, 0.012, -0.340, 0.217, -0.179, 0.082, 0.056, 0.030, -0.133, -0.036, 0.146, 0.141, 0.132, 0.124, 0.121, 0.129, 0.154, 0.147, 0.145, 0.102, -0.207, 0.780, -0.190, -0.208, -0.493, 1.001, -0.283, 0.040, 0.002, 0.038, 0.044, 0.038, 0.038, 0.040, 0.039, 0.001, 0.049, 0.047, 0.051, 0.030, 0.048, -0.426, 1.750, -0.537, -0.457, -0.395, -0.483, -0.367], "total_charge": 3, "e_homo_ha": -0.6356, "e_above_lowest_kcal_mol": 46.8, "multiplicity": 1, "lumo_energy_ev": -11.783, "fmax_ev_per_a": 1.3, "gap_ev": 5.51}